# 1
Density functional theory data (the ωB97M-V functional and the def2-TZVPD basis) for one molecule with the formula C4H6 in a non-equilibrium geometry.

```
10
Properties=species:S:1:pos:R:3:mulliken_charge:R:1
C -1.909 -0.298 -0.005 0.07
C -0.809 0.221 -0.044 -0.48
C 0.575 0.711 0.015 -0.43
C 1.516 -0.553 -0.009 -1.05
H -2.882 -0.650 0.123 0.43
H 0.715 1.260 0.969 0.24
H 0.720 1.379 -0.838 0.27
H 1.388 -1.128 0.922 0.30
H 1.284 -1.166 -0.856 0.33
H 2.537 -0.183 -0.063 0.32
```

Summary:
- Kohn-Sham gap: 10.970 eV
- Energy relative to the best compared isomer or geometry (same formula, charge and spin): 68.5 kJ/mol
- Structure (SMILES): C#CCC
- Energy: -4243.2507 eV
- Net charge: 0
- LUMO: 0.0415 Ha
- 2S+1: 1


# 2
Density functional theory data (the ωB97M-V functional and the def2-TZVPD basis) for one molecule with the formula C4H6 in a non-equilibrium geometry.

```
10
Properties=species:S:1:pos:R:3:mulliken_charge:R:1
C -0.431 -0.349 1.790 -0.74
C -0.570 -0.218 0.438 0.02
C 0.547 0.181 -0.502 -0.06
C 0.451 0.458 -1.792 -0.74
H -1.173 -0.927 2.441 0.21
H 0.454 -0.125 2.380 0.26
H -1.541 -0.396 -0.028 0.28
H 1.413 0.221 0.063 0.32
H -0.443 0.326 -2.386 0.24
H 1.293 0.829 -2.405 0.23
```

Summary:
- Kohn-Sham gap: 9.966 eV
- Energy relative to the best compared isomer or geometry (same formula, charge and spin): 45.1 kJ/mol
- Structure (SMILES): C=CC=C
- Energy: -4243.4930 eV
- Net charge: 0
- LUMO: 0.0358 Ha
- 2S+1: 1


# 3
Density functional theory data (the ωB97M-V functional and the def2-TZVPD basis) for one molecule with the formula C4H6 in a non-equilibrium geometry.

```
10
Properties=species:S:1:pos:R:3:mulliken_charge:R:1
C -0.665 1.502 1.167 -0.66
C -0.504 0.278 0.699 -0.25
C 0.651 -0.251 -0.586 -0.25
C 0.513 -1.413 -1.206 -0.60
H -1.274 1.723 1.936 0.31
H -0.250 2.311 0.647 0.25
H -0.978 -0.572 0.991 0.37
H 1.564 0.201 -0.580 0.34
H 1.384 -1.771 -1.718 0.25
H -0.442 -2.008 -1.350 0.24
```

Summary:
- Kohn-Sham gap: 10.846 eV
- Energy relative to the best compared isomer or geometry (same formula, charge and spin): 168.6 kJ/mol
- Structure (SMILES): C=CC=C
- Energy: -4242.2133 eV
- Net charge: 0
- LUMO: 0.0459 Ha
- 2S+1: 1


# 4
Density functional theory data (the ωB97M-V functional and the def2-TZVPD basis) for C4H6AgMgO2 as an isolated structure in a non-equilibrium geometry.

```
14
Properties=species:S:1:pos:R:3:mulliken_charge:R:1
O 2.560 -0.002 0.211 -0.52
C 1.780 0.783 0.575 0.84
C 0.517 1.152 0.878 -0.91
Ag 4.348 0.403 -1.417 0.73
Mg 1.184 -0.989 -1.498 0.70
H 0.173 0.874 1.867 0.36
H 0.212 2.143 0.565 0.43
C -1.591 -1.028 0.092 -0.12
C -0.761 -0.083 -0.760 -1.07
O -2.392 -0.411 0.989 -0.35
H -1.699 -2.098 -0.077 0.33
H -0.682 -0.622 -1.712 0.55
H -0.718 0.907 -1.208 0.62
H -2.929 -1.029 1.496 0.39
```

Summary:
- Kohn-Sham gap (alpha / beta): 5.776 / 6.796 eV
- Energy relative to the best compared isomer or geometry (same formula, charge and spin): 207.7 kJ/mol
- Energy: -17761.1268 eV
- Expectation value of S²: 0.754
- Net charge: +2
- LUMO (alpha / beta): -0.3342 / -0.3596 Ha
- 2S+1: 2


# 5
Density functional theory data (the ωB97M-V functional and the def2-TZVPD basis) for C4H6AgO2 as an isolated structure in a non-equilibrium geometry.

```
13
Properties=species:S:1:pos:R:3:mulliken_charge:R:1
O -2.354 0.736 -1.430 -0.46
C -1.143 0.178 -1.677 -0.24
C -0.291 -0.296 -0.704 -0.45
C 0.664 0.388 0.041 -0.07
C 1.530 -0.171 1.160 -0.27
O 1.027 -1.272 1.802 -0.75
Ag -1.058 -0.852 2.252 0.45
H -2.580 0.671 -0.495 0.28
H -0.876 0.214 -2.735 0.35
H 0.768 1.462 -0.157 0.35
H 0.042 -1.381 -0.601 0.28
H 1.735 0.690 1.845 0.24
H 2.536 -0.367 0.700 0.29
```

Summary:
- Kohn-Sham gap (alpha / beta): 5.201 / 7.067 eV
- Energy relative to the best compared isomer or geometry (same formula, charge and spin): 55.2 kJ/mol
- Energy: -12334.1654 eV
- Expectation value of S²: 0.755
- Net charge: 0
- LUMO (alpha / beta): -0.0529 / -0.0533 Ha
- 2S+1: 2


# 6
Density functional theory data (the ωB97M-V functional and the def2-TZVPD basis) for C4H6AgO3 as an isolated structure in a non-equilibrium geometry.

```
14
Properties=species:S:1:pos:R:3:mulliken_charge:R:1
O 0.617 -1.434 -0.836 -0.56
O -0.384 0.482 -0.359 -0.22
O 1.895 0.384 -0.473 -0.56
C -0.323 1.813 -0.185 0.12
C -1.697 2.324 0.061 -0.74
C 0.833 -0.233 -0.583 0.73
H -1.921 3.124 -0.667 0.28
H -2.479 1.549 -0.005 0.29
H -1.722 2.800 1.054 0.28
Ag 2.140 2.543 -0.344 0.39
C 0.753 -3.250 0.515 -0.80
H 1.819 -3.197 0.748 0.27
H 0.410 -3.980 -0.218 0.24
H 0.059 -2.925 1.292 0.28
```

Summary:
- Kohn-Sham gap (alpha / beta): 5.060 / 7.799 eV
- Energy relative to the best compared isomer or geometry (same formula, charge and spin): 209.8 kJ/mol
- Energy: -14381.5786 eV
- Expectation value of S²: 0.754
- Net charge: 0
- LUMO (alpha / beta): -0.0522 / -0.0522 Ha
- 2S+1: 2


# 7
Density functional theory data (the ωB97M-V functional and the def2-TZVPD basis) for C4H6AlO3 as an isolated structure in a non-equilibrium geometry.

```
14
Properties=species:S:1:pos:R:3:mulliken_charge:R:1
H 2.968 -0.290 1.704 0.37
C 3.366 -1.038 0.001 -0.43
H 3.438 -1.086 -1.094 0.37
H 3.715 -1.943 0.521 0.34
C 2.709 -0.066 0.617 0.10
O -0.512 -1.203 -0.799 -0.11
C -1.098 -0.173 -0.347 1.02
O -0.450 0.664 0.347 -0.12
Al 0.844 -0.385 0.004 0.38
O -2.376 -0.031 -0.599 -0.23
C -3.021 1.170 -0.164 -0.60
H -2.990 1.241 0.930 0.34
H -2.537 2.045 -0.612 0.34
H -4.056 1.092 -0.508 0.24
```

Summary:
- Kohn-Sham gap (alpha / beta): 8.954 / 5.959 eV
- Energy relative to the best compared isomer or geometry (same formula, charge and spin): 0.0 kJ/mol
- Energy: -16963.1022 eV
- Expectation value of S²: 0.755
- Net charge: +2
- LUMO (alpha / beta): -0.4039 / -0.5140 Ha
- 2S+1: 2


# 8
Density functional theory data (the ωB97M-V functional and the def2-TZVPD basis) for C4H6B2F23O2P2Pt as an isolated structure in a non-equilibrium geometry.

```
40
Properties=species:S:1:pos:R:3:mulliken_charge:R:1
Pt 0.768 0.108 0.473 3.34
C 0.257 1.652 -1.833 0.24
O 0.002 0.287 -1.575 -0.04
O 0.593 2.100 -0.507 -1.03
C 1.283 1.957 -3.049 0.59
F 2.196 0.979 -3.135 -0.25
F 0.710 2.085 -4.281 -0.30
F 1.978 3.094 -2.809 -0.28
C -0.651 -0.408 -2.625 -0.68
C -1.147 -1.690 -1.924 -1.09
H -1.725 -2.302 -2.617 0.45
H -0.316 -2.275 -1.528 0.21
H -1.757 -1.401 -1.068 0.16
H 0.094 -0.661 -3.379 0.44
H -1.493 0.088 -3.107 0.32
H -0.630 2.227 -2.099 0.19
P -3.152 0.712 0.495 1.33
F -2.774 2.342 0.413 -0.40
F -4.701 0.905 0.128 -0.38
F -2.785 0.502 -1.056 -0.37
F -3.457 -0.857 0.649 -0.35
F -1.586 0.202 0.718 -0.52
F -3.443 0.873 2.101 -0.39
P -0.120 -2.585 2.227 1.37
F 1.164 -1.654 2.719 -0.40
F -1.184 -1.462 2.693 -0.36
F -0.130 -1.827 0.807 -0.68
F -1.373 -3.440 1.702 -0.41
F 0.825 -3.726 1.562 -0.42
F -0.174 -3.263 3.638 -0.35
B 3.352 -0.406 0.011 -0.03
F 2.287 -1.067 -0.547 -0.31
F 4.176 -1.255 0.735 -0.42
F 4.163 0.111 -1.019 -0.45
F 2.864 0.676 0.672 -0.22
B 1.137 1.904 3.260 -0.18
F 0.822 0.889 2.446 -0.09
F 1.774 1.358 4.392 -0.44
F 2.136 2.614 2.675 -0.41
F 0.017 2.615 3.642 -0.39
```

Summary:
- Kohn-Sham gap (alpha / beta): 6.790 / 6.841 eV
- Energy: -94040.0739 eV
- Expectation value of S²: 2.003
- Net charge: -3
- LUMO (alpha / beta): 0.2488 / 0.2486 Ha
- 2S+1: 3